1.
Entry from the OMol25 dataset: a single C4H2OS molecule (wB97M-V/def2-TZVPD).

```
8
C4H2OS wB97M-V/def2-TZVPD
C 0.94433 -1.82893 0.62491
C 0.23418 -0.91527 0.23790
C -0.59998 0.08259 -0.33604
S -2.03368 -0.28538 -1.11551
C -0.14950 1.49502 -0.14899
O 0.92094 1.84921 0.29030
H 1.60044 -2.61272 0.95024
H -0.91672 2.21548 -0.50281
```

Calculated values
SMILES	C#CC(=S)C=O
Kohn-Sham gap	0.278	hartree
charge	0
highest occupied orbital energy	-9.70	eV
electronic energy	-17059.7756	eV
spin multiplicity	1

2.
Entry from the OMol25 dataset: 2 unconnected molecules or ions with the total composition C2H8N2O2 (wB97M-V/def2-TZVPD).

```
14
C2H8N2O2 wB97M-V/def2-TZVPD
O -0.30724 -2.59069 -0.03287
C -0.88075 -1.52661 -0.22035
N -0.33425 -0.40114 -0.68489
C 1.11707 -0.21846 -0.79664
N 1.80428 0.02193 0.42092
H -1.96226 -1.38640 -0.06366
H -0.83179 0.45284 -0.42983
H 1.49867 -1.12226 -1.26485
H 1.20998 0.60609 -1.49133
H 1.45742 0.76945 1.00212
H 2.08713 -0.80472 0.91463
H -1.38555 1.81528 1.63992
H -1.98221 2.57763 0.33182
O -1.49050 1.80707 0.67502
```

Calculated values
Kohn-Sham gap (spin up / spin down)	0.123 / 0.357	hartree
charge	-1
highest occupied orbital energy (spin up / spin down)	0.61 / -5.94	eV
electronic energy	-9278.4503	eV
spin multiplicity	2

3.
Entry from the OMol25 dataset: a molecular structure, C13H22Cl3GeIrNO7PS2Se (wB97M-V/def2-TZVPD).

```
52
C13H22Cl3GeIrNO7PS2Se wB97M-V/def2-TZVPD
Ir -2.04909 1.20377 -0.14610
Cl 3.11170 -3.02208 0.97626
Ge 1.93028 -1.25946 0.39782
Cl 2.90151 0.32494 1.57081
Cl 2.60089 -0.91443 -1.66973
Se -0.43067 2.33267 1.25092
C -0.46000 4.12927 0.58763
C -0.83787 5.18981 1.39904
C -0.82363 6.47421 0.87437
N -0.46834 6.76448 -0.37547
C -0.10826 5.73502 -1.14436
C -0.08158 4.41842 -0.71696
H -1.15018 5.01462 2.42002
H -1.12104 7.31579 1.49180
H 0.17964 5.97925 -2.16150
H 0.22196 3.62546 -1.38765
O -5.60407 1.78937 -1.68314
S -4.30531 1.51232 -1.16187
O -4.00377 2.05500 0.21825
O -3.86107 0.09713 -1.10855
S -2.67826 2.36279 -2.07778
C -3.92095 -3.32989 -1.56936
C -2.45036 -3.05072 -1.32182
C -1.83684 -2.30970 -2.49890
C -1.68844 -4.32649 -1.00133
O -2.46060 -2.18802 -0.14047
P -1.23930 -1.42522 0.48078
O -0.22451 -2.34214 1.08012
O -0.66363 -0.35236 -0.45820
O -1.98036 -0.43703 1.50919
C -2.50086 -0.70541 2.86064
C -3.43695 0.45338 3.14224
C -3.23831 -2.03167 2.86321
C -1.31418 -0.71416 3.80721
H -4.03790 -3.92302 -2.47790
H -4.45784 -2.38879 -1.68403
H -4.34872 -3.88006 -0.73003
H -1.89756 -2.94681 -3.38304
H -0.78910 -2.06491 -2.32055
H -2.37645 -1.38023 -2.68630
H -1.68997 -4.97712 -1.87792
H -2.15866 -4.85377 -0.16996
H -0.65625 -4.11184 -0.72671
H -4.22171 0.50233 2.38753
H -2.88775 1.39528 3.12411
H -3.89110 0.32312 4.12635
H -4.05730 -2.01691 2.14436
H -3.64139 -2.20207 3.86273
H -2.56893 -2.85639 2.61287
H -0.77453 0.23087 3.73639
H -0.62962 -1.52581 3.55929
H -1.66725 -0.84480 4.83177
```

Calculated values
Kohn-Sham gap (spin up / spin down)	0.267 / 0.226	hartree
charge	-1
highest occupied orbital energy (spin up / spin down)	-5.20 / -5.24	eV
electronic energy	-222897.7318	eV
spin multiplicity	2

4.
Entry from the OMol25 dataset: 4 unconnected molecules or ions with the total composition C4H15NO2 (wB97M-V/def2-TZVPD).

```
22
C4H15NO2 wB97M-V/def2-TZVPD
C 2.18010 -0.48923 -0.30561
C 0.75154 -0.32116 -0.76657
C -0.22179 -1.42531 -0.32463
C -1.54286 -1.34724 -1.10357
N -0.31134 1.05662 1.64050
H 2.87373 -0.15746 -1.06644
H 2.25743 0.06845 0.63085
H 2.46190 -1.51641 -0.07764
H 0.71916 -0.27533 -1.85936
H 0.21892 -2.40749 -0.48892
H -0.40198 -1.30470 0.73581
H -1.47091 -0.76166 -2.01724
H -1.82537 -2.36857 -1.38512
H -2.38132 -0.93486 -0.54333
H 0.39562 0.70318 -0.51297
H -0.11541 1.33745 2.59876
H 0.10010 1.78596 1.05612
H 2.02925 3.08393 -0.14550
O 1.82023 2.12618 -0.19187
H -3.41604 1.34332 1.56911
H -1.36761 1.01068 1.42926
O -2.75335 0.79367 1.12835
```

Calculated values
Kohn-Sham gap	0.144	hartree
charge	0
highest occupied orbital energy	-9.28	eV
electronic energy	-9967.5844	eV
spin multiplicity	1

5.
Entry from the OMol25 dataset: a molecular structure, C9H4Cl2NOSbSe4Tc (wB97M-V/def2-TZVPD).

```
23
C9H4Cl2NOSbSe4Tc wB97M-V/def2-TZVPD
Tc 0.29686 -0.60463 -2.03490
Cl 3.79854 1.04248 0.93309
C 2.13891 1.01880 1.23953
C 1.61834 1.35199 2.48607
C 0.25177 1.38057 2.75753
Cl -0.29529 1.85084 4.27385
C -0.69898 1.05360 1.71753
C -2.09531 1.13065 1.83829
C -2.88753 0.84706 0.73876
C -2.29214 0.45579 -0.45931
N -0.97606 0.35984 -0.58247
C -0.18615 0.65891 0.46823
C 1.23143 0.64524 0.18479
O 1.58488 0.36912 -0.99658
H 2.30783 1.60882 3.27754
H -2.54734 1.42516 2.77326
H -3.96331 0.92004 0.79936
H -2.89278 0.20735 -1.32678
Se 3.63753 -3.76523 -2.65876
Sb 1.59583 -4.00828 -3.89969
Se 0.54965 -0.45572 -4.22948
Se -0.11228 -2.78498 -1.80778
Se -0.06440 -4.70742 -5.49210
```

Calculated values
Kohn-Sham gap (spin up / spin down)	0.155 / 0.155	hartree
charge	+3
highest occupied orbital energy (spin up / spin down)	-18.01 / -18.00	eV
electronic energy	-308069.0763	eV
spin multiplicity	1

6.
Entry from the OMol25 dataset: a molecular structure, C4H11NOSn (wB97M-V/def2-TZVPD).

```
18
C4H11NOSn wB97M-V/def2-TZVPD
Sn -2.87053 -2.86972 5.15981
C -0.38814 1.87701 -1.40739
C -0.28490 0.45673 -0.82428
C 0.44509 0.32692 0.54127
O 0.68425 -0.96750 1.03490
C 1.75893 -1.57766 0.35966
N -1.68545 0.04313 -0.66324
H -0.82573 2.52942 -0.65175
H -0.93320 1.98793 -2.34479
H 0.58249 2.30544 -1.65722
H 0.22809 -0.17862 -1.54626
H -0.21474 0.78940 1.27533
H 1.27528 1.03215 0.58020
H 1.97109 -2.58239 0.72518
H 2.68076 -0.99949 0.42327
H 1.58070 -1.72217 -0.70591
H -1.84643 -0.92338 -0.41824
H -2.15755 0.47279 0.11946
```

Calculated values
Kohn-Sham gap	0.084	hartree
charge	+2
highest occupied orbital energy	-14.79	eV
electronic energy	-13671.7223	eV
spin multiplicity	1

7.
Entry from the OMol25 dataset: a molecular structure, C5H14N2 (wB97M-V/def2-TZVPD).

```
21
C5H14N2 wB97M-V/def2-TZVPD
C 1.77282 0.35951 -2.81037
C 0.88228 -0.44987 -1.85526
N -0.33992 0.27043 -1.64861
C -0.25073 1.17940 -0.46509
C -0.62624 0.49789 0.88645
N -1.67483 -0.49724 0.68090
C -1.43343 -0.95116 1.92368
H 2.74691 -0.15382 -2.81262
H 1.96264 1.36043 -2.38587
H 1.40131 0.45324 -3.84382
H 1.40320 -0.45957 -0.88693
H 0.77461 -1.49801 -2.16469
H 0.77470 1.59539 -0.35900
H -0.91111 1.99336 -0.78445
H -1.01629 -1.67765 5.16663
H 0.45837 0.08292 1.17993
H -0.87087 1.37258 1.60576
H -1.06561 -0.30632 -1.28787
H -0.53699 -1.52843 2.25706
H -1.23872 -0.94188 4.93496
H -2.21209 -0.70122 2.66921
```

Calculated values
Kohn-Sham gap (spin up / spin down)	0.175 / 0.227	hartree
charge	-1
highest occupied orbital energy (spin up / spin down)	-0.78 / -2.20	eV
electronic energy	-8387.3145	eV
spin multiplicity	2

8.
Entry from the OMol25 dataset: a molecular structure, C55H57B2N2O19PS2Si2 (wB97M-V/def2-TZVPD).

```
140
C55H57B2N2O19PS2Si2 wB97M-V/def2-TZVPD
C -1.83671 -7.55632 4.68846
C -2.06872 -6.11936 4.03771
P -0.46845 -5.38044 3.38457
C 0.45188 -4.53549 4.82481
C 0.19355 -5.24030 6.21475
Si -0.93927 -3.82926 1.83955
O 0.20754 -2.58385 2.07751
Si -0.40834 -0.99029 1.74767
C -0.56703 -0.91652 -0.17720
C 0.48395 0.06456 -0.84461
C 0.30238 0.18563 -2.41487
S 0.93040 -1.37045 -3.16274
C 2.12203 -0.98879 -4.44866
S 2.96065 0.42626 -4.57014
N 2.33576 -2.00582 -5.46044
C 1.38001 -2.29981 -6.43386
C 2.01281 -3.31164 -7.24177
N 3.29348 -3.62551 -6.72796
C 3.44029 -2.82340 -5.65102
C -2.11144 -0.64441 2.52771
B -2.64235 0.87245 2.41563
O -1.86633 2.03801 2.49395
O -4.04670 1.06777 2.26361
B 1.02688 0.22595 2.40856
O 2.32015 0.17486 1.79136
O 0.86877 1.12659 3.48801
C 1.48783 0.52430 4.66099
H -2.63572 -8.27418 4.37001
H -1.92218 -7.42028 5.81187
H -0.84304 -8.00265 4.40540
H -2.44725 -5.41880 4.83616
H -2.85721 -6.24875 3.25288
H 0.04049 -3.48706 4.88378
H 1.55396 -4.49004 4.64912
H 0.16807 -6.35694 6.15605
H -0.74848 -4.80539 6.64742
H 1.00584 -4.98666 6.95220
H -0.70153 -4.44376 0.52582
H -2.33391 -3.43913 2.07148
H -1.58547 -0.57590 -0.50923
H -0.36284 -1.93716 -0.62185
H 1.53706 -0.30030 -0.68729
H 0.32496 1.08928 -0.40063
H 0.97996 1.01341 -2.75459
H -0.73851 0.45109 -2.71906
H 0.37223 -1.86734 -6.56571
H 1.51196 -3.74071 -8.13797
H 4.34752 -2.78656 -5.01475
H -2.87679 -1.28639 2.00036
H -2.09065 -1.02805 3.59139
H -2.09677 2.51951 3.31672
H -4.44167 0.25754 2.63227
H 2.69602 -0.67030 2.11854
H 1.14119 -0.53705 4.77029
H 2.60547 0.60141 4.52876
H 1.20837 1.16655 5.53246
C 0.84496 5.18266 2.17811
C 0.38009 4.06907 1.61391
C -0.03659 4.04617 0.19572
O -0.46343 3.02883 -0.31166
C 0.08399 5.30418 -0.57621
C 0.54955 6.41812 -0.01328
C 0.96665 6.44256 1.40893
O 1.39298 7.45711 1.92354
H 1.15397 5.21917 3.21539
H 0.28493 3.13839 2.15936
H -0.22557 5.26622 -1.61321
H 0.64449 7.34791 -0.56166
C -3.51920 -9.71261 9.23446
C -3.10949 -8.80013 8.35543
C -3.85735 -7.53786 8.15385
O -3.48539 -6.70569 7.35067
C -5.07652 -7.32868 8.96777
C -5.48641 -8.24100 9.84686
C -4.73872 -9.50360 10.04883
O -5.11045 -10.33448 10.85103
H -2.98594 -10.64110 9.39471
H -2.22027 -8.93647 7.75269
H -5.60970 -6.40011 8.80734
H -6.37554 -8.10478 10.44953
C -0.40806 -6.99546 -3.60538
C 0.18213 -8.18445 -3.50189
C 1.51634 -8.43415 -4.09540
O 2.05355 -9.51952 -4.00252
C 2.16814 -7.31093 -4.80594
C 1.57807 -6.12110 -4.90971
C 0.24482 -5.87159 -4.31673
O -0.29392 -4.78710 -4.40842
H -1.38292 -6.79493 -3.17867
H -0.27988 -9.01641 -2.98520
H 3.14291 -7.51104 -5.23276
H 2.04088 -5.28981 -5.42667
C -4.00967 0.25193 -7.71058
C -3.39649 -0.92651 -7.61773
C -2.05463 -1.14186 -8.20532
O -1.49509 -2.21697 -8.12260
C -1.41982 0.00268 -8.89825
C -2.03287 1.18117 -8.99116
C -3.37521 1.39719 -8.40369
O -3.93393 2.47145 -8.48610
H -4.99081 0.42783 -7.28795
H -3.84482 -1.77387 -7.11426
H -0.43829 -0.17342 -9.32066
H -1.58401 2.02819 -9.49448
C -1.45135 4.78924 6.29474
C -1.61427 5.97676 6.87460
C -2.93263 6.65283 6.88290
O -3.08200 7.73497 7.40889
C -4.06114 5.95591 6.22294
C -3.89668 4.76837 5.64341
C -2.57959 4.09485 5.63617
O -2.42941 3.00806 5.10794
H -0.49575 4.28019 6.27786
H -0.80048 6.49908 7.36157
H -5.01707 6.46377 6.23895
H -4.70958 4.24488 5.15575
C 4.56708 4.82674 -5.11278
C 4.13883 3.73319 -5.73838
C 3.71431 3.77630 -7.15711
O 3.32093 2.78180 -7.72915
C 3.78732 5.08472 -7.85052
C 4.21540 6.17834 -7.22169
C 4.63863 6.13129 -5.80382
O 5.02973 7.12632 -5.22504
H 4.87917 4.81358 -4.07599
H 4.08023 2.77495 -5.23981
H 3.47408 5.09921 -8.88680
H 4.27348 7.14221 -7.71173
C 5.21392 9.78756 -3.13465
C 4.01078 9.21836 -3.13405
C 2.98830 9.58337 -2.12734
O 1.88992 9.06167 -2.12488
C 3.35418 10.60741 -1.12184
C 4.55762 11.17726 -1.12224
C 5.58071 10.81160 -2.12982
O 6.67743 11.33254 -2.13131
H 5.97302 9.53127 -3.86288
H 3.72719 8.46984 -3.86099
H 2.59400 10.86215 -0.39398
H 4.84265 11.92680 -0.39465
```

Calculated values
Kohn-Sham gap	0.208	hartree
charge	0
highest occupied orbital energy	-7.72	eV
electronic energy	-147905.3888	eV
spin multiplicity	1

9.
Entry from the OMol25 dataset: 3 unconnected molecules or ions with the total composition C2H12NO2S (wB97M-V/def2-TZVPD).

```
18
C2H12NO2S wB97M-V/def2-TZVPD
C 1.60459 -0.13306 -0.41529
C 0.77443 -1.39691 -0.23944
S 0.24107 -1.53852 1.58128
N 0.72575 1.03369 -0.62017
H 2.33118 -0.36120 -1.15902
H 2.28110 0.17581 0.39148
H 1.38923 -2.34396 -0.35538
H -0.12938 -1.48882 -0.89642
H 1.40023 -1.31079 2.17568
H -0.24698 0.84411 -0.97266
H 1.07194 1.73485 -1.19599
H 0.55395 1.47081 0.39119
H -2.09984 0.02487 0.39801
H -2.32212 1.52173 0.75601
O -1.70214 0.81605 0.33275
H -2.18606 1.88576 -1.44411
H -1.06222 2.64064 -2.35115
O -1.32193 1.90476 -1.92882
```

Calculated values
Kohn-Sham gap	0.350	hartree
charge	+1
highest occupied orbital energy	-12.81	eV
electronic energy	-18681.3560	eV
spin multiplicity	1

10.
Entry from the OMol25 dataset: a molecular structure, C41H38BrN6O2S2Se2Y (wB97M-V/def2-TZVPD).

```
93
C41H38BrN6O2S2Se2Y wB97M-V/def2-TZVPD
Y -0.90445 0.32553 -0.62557
C 0.81185 3.39386 2.78166
C 0.81357 2.37508 1.66984
N -0.29311 1.92480 1.20268
N -1.46404 2.47372 1.71318
C -2.31669 1.57854 2.07304
S -2.03253 -0.11433 2.20482
S -3.93516 2.26443 2.37387
C -4.44071 1.30622 3.83270
C -3.81052 1.81690 5.09689
C -2.63945 1.24783 5.59184
C -2.04274 1.74903 6.74148
C -2.60894 2.82030 7.41797
C -3.77762 3.39367 6.93257
C -4.36863 2.89559 5.78137
C 2.09243 1.86837 1.15583
C 3.22880 1.94915 1.97045
C 4.46699 1.48069 1.57396
C 4.59183 0.92330 0.29961
C 3.50186 0.83812 -0.53431
C 2.20697 1.28090 -0.14566
O 1.21781 1.13624 -0.95632
H -0.08676 4.00304 2.70405
H 1.70111 4.02182 2.74580
H 0.77321 2.89245 3.75333
H -4.18874 0.26417 3.64378
H -5.52666 1.40218 3.87745
H -2.18677 0.42772 5.04547
H -1.12577 1.30108 7.10625
H -2.14021 3.21153 8.31341
H -4.22608 4.23450 7.44906
H -5.27045 3.35560 5.39180
H 3.12937 2.37555 2.96238
H 5.31788 1.54201 2.24173
H 5.55321 0.54745 -0.03605
H 3.58460 0.39975 -1.52304
C -2.38597 0.79750 -4.23286
Se -0.64412 1.46592 -3.70053
C -1.05234 3.36612 -3.91335
C -2.14726 3.87080 -2.99050
Se -1.81229 3.61025 -1.08370
C -0.31756 4.86603 -0.94551
H -2.64730 1.17299 -5.22249
H -3.12304 1.06309 -3.47915
H -2.29104 -0.28558 -4.24689
H -1.33079 3.54112 -4.95574
H -0.11261 3.88981 -3.72983
H -3.08763 3.35076 -3.17760
H -2.31883 4.93695 -3.16019
H -0.52866 5.78725 -1.49076
H 0.59905 4.40615 -1.31346
H -0.19989 5.09300 0.11322
Br 8.83595 -9.03336 -2.64362
C 7.45649 -7.75601 -2.31393
C 6.58764 -7.41047 -3.33598
C 5.58846 -6.48319 -3.09880
C 5.44677 -5.88954 -1.83577
C 6.33622 -6.26533 -0.82547
C 7.33980 -7.19087 -1.05726
N 4.46716 -4.94940 -1.49094
N 3.78462 -4.55302 -2.48024
C 2.75153 -3.69531 -2.30537
C 2.10848 -3.35116 -3.51321
C 1.03501 -2.50784 -3.60226
C 0.48888 -1.91485 -2.44080
O -0.50259 -1.14864 -2.44710
C 1.13727 -2.23954 -1.17257
N 0.58344 -1.64604 -0.09880
C 1.10397 -1.84771 1.09562
C 2.21220 -2.67203 1.28606
C 2.77887 -3.30479 0.20754
C 2.24603 -3.10625 -1.08098
H 6.69253 -7.86750 -4.31116
H 4.90144 -6.20064 -3.88287
H 6.22378 -5.80870 0.14985
H 8.02600 -7.47107 -0.26959
H 2.51985 -3.80034 -4.40981
H 0.58107 -2.26969 -4.55537
H 0.62301 -1.33186 1.92090
H 2.61860 -2.80198 2.28009
H 3.63377 -3.94738 0.32554
N -2.92897 0.60024 -1.00460
C -4.22775 0.66195 -1.24223
C -4.96212 1.89888 -1.37834
C -6.31445 1.93958 -1.66427
C -7.06506 0.77689 -1.84111
C -6.39725 -0.44560 -1.70501
C -5.04983 -0.51183 -1.41746
H -4.42777 2.82309 -1.19797
H -6.80338 2.90909 -1.74125
H -8.12554 0.81846 -2.06360
H -6.95345 -1.37341 -1.82518
H -4.55589 -1.47179 -1.31064
```

Calculated values
Kohn-Sham gap	0.134	hartree
charge	-2
highest occupied orbital energy	-0.53	eV
electronic energy	-279622.4604	eV
spin multiplicity	1

For the records above, the corresponding max |F| values read 2.17, 1.41, 2.36, 1.85, 3.71, 2.19, 4.02, 3.38, 6.42, 1.18 eV/Å.